No. 1
Below is a single C17H26N4O3 molecule, with properties calculated with ωB97M-V/def2-TZVPD.

Cartesian coordinates (Å):
N1 -3.245 0.080 0.687
H1 -5.404 2.331 -3.118
N2 -4.843 3.162 0.016
H2 3.933 2.655 0.570
C1 3.663 1.729 0.059
N3 2.362 1.308 0.564
C2 0.581 -0.364 0.446
H3 2.699 -2.305 -0.875
H4 2.665 -4.013 1.727
H5 -2.316 0.481 0.611
H6 2.710 2.152 2.437
H7 1.089 0.940 -1.777
C3 2.475 -3.085 1.207
C4 -5.207 2.495 -2.075
C5 1.960 0.050 -0.052
H8 4.635 2.249 -1.783
H9 -4.193 1.499 1.913
C6 -2.078 -1.942 0.101
H10 -1.653 -1.435 -0.768
C7 -3.385 -1.250 0.449
H11 -5.223 0.253 1.185
H12 3.105 0.424 2.356
H13 3.955 -0.112 -2.008
H14 2.288 -4.066 -0.793
C8 3.643 1.942 -1.445
H15 -2.314 -2.966 -0.180
O1 -0.304 0.482 0.523
H16 4.441 0.982 0.313
H17 0.456 -3.713 0.693
H18 2.983 -2.224 1.620
N4 0.317 -1.658 0.777
C9 2.398 1.199 2.011
C10 1.869 0.203 -1.574
H19 1.406 0.968 2.398
C11 3.198 0.668 -2.152
H20 -1.057 -2.821 1.811
C12 1.115 -2.860 0.621
C13 2.276 -3.108 -0.293
O2 -4.912 1.396 -1.320
H21 2.948 2.753 -1.677
C14 -4.707 1.884 -0.077
C15 -1.051 -1.890 1.247
H22 -5.349 4.604 -1.514
O3 -4.447 -1.843 0.513
C16 -5.171 3.571 -1.271
H23 3.109 0.828 -3.228
H24 2.706 -0.718 0.197
C17 -4.375 0.917 1.010
H25 1.552 -0.742 -2.021
H26 -1.303 -1.089 1.939

Forces on atoms 1 to 2 (eV/Å):
N -0.002 0.001 -0.002
H 0.000 0.000 0.000

For the highest occupied orbital energy, the calculation gives -8.90 eV. The lowest unoccupied orbital energy is 0.028 hartree. As for the SMILES: CN1CCCC[C@@H]1C(=O)N(CCC(=O)NCc1ncco1)C1CC1. The value obtained for the HOMO-LUMO gap is 9.7 eV.

=====

No. 2
Below is 7 unconnected molecules or ions with the total composition C32H73FN2O9P in a non-equilibrium geometry, with properties calculated with ωB97M-V/def2-TZVPD.

Cartesian coordinates (Å):
C1 -1.311 -2.067 0.283
H1 0.230 2.446 -4.758
H2 -1.841 4.123 -3.091
H3 -1.695 2.099 -1.757
H4 3.592 0.700 3.710
C2 4.716 -3.732 5.665
C3 0.548 -3.233 -9.660
H5 5.537 -3.339 6.270
H6 6.375 0.609 4.596
C4 3.396 -3.105 6.089
H7 4.936 -3.491 4.625
H8 -2.032 -4.717 -7.890
H9 -2.526 -1.628 -3.080
H10 -1.927 3.885 -4.845
N1 1.034 2.653 4.619
O1 -2.042 1.523 -2.447
O2 -0.282 -2.762 -7.439
H11 0.920 -2.213 -9.752
C5 -0.113 2.062 -3.797
C6 -3.714 -3.404 -4.554
H12 -6.821 4.451 -3.545
C7 0.013 2.133 0.664
N2 0.547 1.120 -0.260
H13 0.315 2.682 -3.003
C8 3.150 1.636 4.021
H14 2.124 -2.965 7.829
H15 5.982 0.710 1.692
H16 -5.805 2.690 -1.939
C9 6.781 -0.654 3.165
H17 4.694 -4.818 5.775
H18 -1.900 -2.823 0.791
H19 -3.292 3.437 -3.808
H20 -0.298 5.029 4.026
C10 1.856 1.324 -0.705
H21 4.151 -1.346 6.453
C11 1.626 1.444 4.019
H22 -4.455 -2.710 -4.148
H23 0.419 -0.274 4.707
O3 1.765 3.698 4.585
H24 -3.649 -4.248 -3.867
C12 -1.217 2.078 5.402
C13 -2.204 3.458 -3.880
H25 -1.435 -2.631 -9.096
C14 -7.148 3.625 -4.183
H26 0.277 1.051 -3.667
H27 -8.056 3.949 -4.693
H28 2.127 -0.545 4.472
O4 -0.267 3.234 0.275
C15 1.234 1.179 2.554
H29 3.446 2.358 3.275
H30 1.644 0.366 5.868
O5 3.446 -1.693 5.897
H31 -1.625 -3.437 -5.053
H32 -0.259 -1.897 2.157
H33 -1.546 -0.733 4.078
C16 1.404 0.157 4.835
C17 -0.858 2.705 2.920
H34 2.999 -4.500 7.704
C18 -2.425 -1.530 -5.627
F1 2.344 2.549 -0.470
H35 -0.413 -5.354 -8.148
C19 -0.407 2.878 4.388
H36 -1.998 -1.406 -0.229
O6 -8.459 2.650 -2.406
C20 -1.631 2.060 -3.710
H37 8.634 -0.241 4.200
H38 -1.492 -5.108 -9.531
C21 -7.420 2.383 -3.348
H39 6.265 -1.519 2.745
H40 7.983 -1.847 4.506
H41 1.971 1.713 1.957
H42 1.422 0.134 2.359
H43 -1.448 -1.055 -5.699
C22 -0.645 -3.281 -8.718
C23 6.952 0.408 2.088
H44 -0.353 4.546 5.746
H45 -0.702 -2.567 -0.456
H46 7.566 0.042 1.264
H47 -3.125 -0.780 -5.243
H48 -0.080 0.984 -1.044
P1 -1.398 0.214 1.769
H49 -2.741 -1.823 -6.628
O7 2.542 0.465 -1.248
H50 0.285 -3.600 -10.653
H51 1.366 -3.845 -9.271
C24 -0.703 4.338 4.748
C25 -6.165 1.919 -2.624
O8 5.943 -0.159 4.208
H52 3.512 1.909 5.000
C26 -1.180 -4.698 -8.570
H53 -0.792 3.676 2.456
C27 3.070 -3.424 7.540
H54 -2.278 2.231 5.257
H55 7.427 1.300 2.505
H56 -8.155 3.354 -1.827
H57 -6.373 1.032 -2.026
H58 3.842 -3.022 8.202
H59 0.417 -3.320 -7.082
H60 -0.973 2.450 6.389
H61 -5.366 1.684 -3.330
H62 -1.010 1.018 5.391
H63 -7.788 1.584 -3.991
H64 2.594 -3.471 5.446
H65 -6.375 3.440 -4.931
C28 -2.209 -0.316 3.328
H66 0.484 -1.025 0.791
H67 8.771 -1.498 2.958
C29 -0.172 1.632 2.073
H68 -2.039 1.401 -4.476
H69 -1.783 4.455 4.748
C30 -0.440 -1.292 1.276
H70 -1.920 2.484 2.955
H71 -2.764 0.521 3.721
O9 -1.898 -2.276 -3.417
C31 -2.360 -2.720 -4.688
H72 -2.926 -1.080 3.059
C32 8.123 -1.089 3.734
H73 -4.072 -3.766 -5.519

Forces on atoms 1 to 2 (eV/Å):
C 0.052 -0.199 0.164
H 0.026 0.009 0.019

The multiplicity is 2. For the highest occupied orbital energy (spin up / spin down), the calculation gives -8.07 / -8.32 eV. The lowest unoccupied orbital energy (spin up / spin down) is 0.024 / 0.023 hartree. The value obtained for the HOMO-LUMO gap (spin up / spin down) is 8.7 / 9.0 eV.

=====

No. 3
Below is 3 unconnected molecules or ions with the total composition C30H64BClN3O7S in a non-equilibrium geometry, with properties calculated with ωB97M-V/def2-TZVPD.

Cartesian coordinates (Å):
C1 -3.465 -0.530 -2.319
H1 -2.527 -1.322 -0.456
H2 2.908 -6.243 2.468
H3 0.162 2.216 -1.879
H4 -1.789 6.316 -6.110
H5 -4.508 4.970 -6.462
C2 -1.640 -3.564 -3.327
H6 3.706 1.071 -1.244
C3 3.013 -1.750 -4.699
H7 0.733 0.853 3.638
H8 -1.480 1.376 9.185
C4 -3.123 2.567 -5.028
H9 3.301 -2.832 -4.508
H10 -0.479 5.787 -4.244
H11 -4.454 -1.077 -2.115
N1 -2.354 4.969 -4.621
H12 -1.004 4.639 -3.053
H13 1.266 -1.579 -2.034
H14 -3.762 0.469 -2.803
H15 4.510 2.729 -1.391
H16 -1.438 -1.834 9.179
H17 -3.510 0.215 -0.231
C5 1.237 -2.103 1.921
H18 1.151 -0.218 8.847
H19 -0.443 -1.115 -0.806
H20 2.288 3.157 -2.495
H21 -0.704 1.827 7.654
C6 -0.411 -0.029 -0.389
C7 3.610 2.163 -0.947
C8 0.923 -1.696 5.983
H22 -2.885 -0.291 8.109
C9 2.293 0.009 -3.303
H23 0.912 -1.403 10.126
O1 -0.438 -0.293 1.030
C10 -2.062 0.109 7.507
C11 -3.818 5.817 -6.471
C12 1.076 0.428 -0.936
C13 -3.260 3.882 -4.261
N2 -1.047 -0.926 7.333
H24 0.463 -2.852 1.497
O2 -1.570 0.552 -1.014
O3 1.825 -0.143 0.174
C14 -2.723 -0.295 -0.907
O4 -2.659 -1.246 -3.283
H25 -2.508 0.311 6.525
H26 1.862 -1.677 -4.763
O5 0.469 -6.916 1.253
H27 -0.361 2.753 -4.445
H28 -2.401 2.197 7.940
H29 4.100 -5.345 1.353
H30 3.389 -1.342 -5.703
H31 -0.095 -2.494 8.319
H32 4.298 -0.941 -1.543
C15 -1.622 1.446 8.105
H33 3.227 -2.378 -2.063
C16 -0.575 -1.543 8.568
H34 -0.135 0.000 10.048
N3 3.513 -0.806 -3.616
C17 -2.986 -2.645 -3.343
H35 3.020 -2.857 0.715
H36 -0.504 -0.226 5.442
H37 -4.235 6.613 -5.847
H38 -2.304 1.959 -4.645
H39 -0.166 3.775 -5.882
H40 -1.559 -4.124 -2.332
H41 4.904 -2.162 -2.760
H42 1.634 -1.348 5.228
C18 0.911 2.015 -1.027
C19 2.823 -4.004 2.693
C20 -0.107 3.755 -4.792
C21 -2.420 5.427 -6.004
B1 0.989 -0.596 1.323
H43 -1.685 -4.375 -4.137
H44 0.370 -2.539 5.560
C22 1.184 -0.454 -2.263
C23 3.035 -5.328 1.789
C24 0.390 -0.733 9.435
H45 -4.289 4.238 -4.372
H46 -2.975 2.719 -6.099
H47 3.688 -3.904 3.451
H48 0.590 0.284 6.720
S1 1.724 0.513 2.732
H49 -2.022 4.676 -6.699
H50 1.507 -2.053 6.835
C25 2.740 -2.643 1.797
C26 3.965 -1.579 -2.425
H51 0.940 3.922 -4.521
H52 -0.778 -2.848 -3.521
H53 0.170 -0.345 -2.805
Cl1 0.178 2.797 0.469
H54 -3.625 -3.022 -2.480
H55 1.857 -4.185 3.286
H56 -3.774 6.185 -7.500
H57 2.163 3.834 -0.810
H58 -3.167 3.675 -3.188
C27 0.777 -5.703 1.191
C28 2.234 2.838 -1.389
O6 2.191 1.076 -3.971
H59 3.445 -1.907 2.310
O7 2.042 -5.270 0.717
H60 3.742 2.229 0.196
C29 -0.984 4.819 -4.133
H61 1.003 -2.045 3.048
H62 -3.540 -2.946 -4.307
C30 -0.016 -0.559 6.364
H63 -0.029 -4.968 1.562
H64 -4.036 1.975 -4.908

Forces on atoms 1 to 2 (eV/Å):
C -0.236 0.986 0.515
H 0.217 1.318 -0.492

For the highest occupied orbital energy, the calculation gives -4.50 eV. As for the total charge: -1. The lowest unoccupied orbital energy is 0.093 hartree. The value obtained for the HOMO-LUMO gap is 7.0 eV.

=====

No. 4
Below is a single C6H15NS molecule in a non-equilibrium geometry, with properties calculated with ωB97M-V/def2-TZVPD.

Cartesian coordinates (Å):
S1 2.136 -2.189 -2.181
H1 -2.731 -0.279 -0.254
H2 0.437 2.165 1.218
H3 2.332 -1.454 -3.261
H4 -0.161 1.211 -1.142
H5 1.249 0.578 0.767
N1 -0.858 0.710 0.858
H6 -2.753 1.271 -1.003
C1 0.671 0.673 2.834
H7 -1.313 -0.110 1.233
C2 -0.794 0.404 -0.730
C3 -2.282 0.298 -1.085
H8 1.661 0.193 2.915
C4 -0.093 -0.875 -1.145
C5 1.390 -0.905 -1.042
C6 0.461 1.060 1.348
H9 -0.487 -1.672 -0.440
H10 -0.115 -0.070 3.048
H11 1.876 0.063 -1.291
H12 1.736 -1.202 -0.063
H13 -2.497 0.015 -2.114
H14 0.687 1.479 3.555
H15 -0.551 -1.365 -2.027

Forces on atoms 1 to 2 (eV/Å):
S -0.089 -0.121 0.920
H -0.101 -0.278 -1.027

For the highest occupied orbital energy, the calculation gives -8.76 eV. The lowest unoccupied orbital energy is 0.033 hartree. As for the SMILES: CCN[C@H](C)CCS. The value obtained for the HOMO-LUMO gap is 9.7 eV.

=====

No. 5
Below is a single C2HF3N2 molecule in a non-equilibrium geometry, with properties calculated with ωB97M-V/def2-TZVPD.

Cartesian coordinates (Å):
F1 -0.720 -1.049 1.536
N1 -0.745 1.998 -1.696
H1 -0.084 -0.800 -1.379
C1 -0.425 1.095 -1.058
F2 1.287 -1.339 0.930
C2 0.272 -0.411 0.811
F3 0.493 0.669 1.419
N2 -0.078 -0.163 -0.563

Forces on atoms 1 to 2 (eV/Å):
F 0.026 0.533 -0.996
N 0.069 0.138 0.326

For the highest occupied orbital energy, the calculation gives -11.25 eV. The lowest unoccupied orbital energy is 0.015 hartree. As for the SMILES: N#CNC(F)(F)F. The value obtained for the HOMO-LUMO gap is 11.7 eV.

=====

Number 1: E_tot -1108.117408 hartree. Number 2: E_tot -2490.857621 hartree. Number 3: E_tot -2755.553781 hartree. Number 4: E_tot -690.491081 hartree. Number 5: E_tot -485.901588 hartree.